Formula: C8H7BInO5
Source: OMol25
Level of theory: ωB97M-V/def2-TZVPD

- Frontier orbital gap: 3.3271 eV
- Highest occupied orbital energy: -0.7822 Eh
- Net charge: +3

```
22
Properties=species:S:1:pos:R:3:forces:R:3:lowdin_charge:R:1
C -1.722 3.041 -1.161 -0.3 -0.2 1.2 0.17
C -0.872 2.162 -1.384 0.2 0.1 -0.4 -0.02
C 0.111 1.122 -1.601 -0.5 0.1 0.3 -0.02
C -0.450 -0.187 -1.064 0.2 0.0 0.3 -0.05
C -0.363 -0.708 0.156 -0.3 0.6 -0.3 0.11
B 0.414 -0.225 1.434 -0.1 -1.4 0.2 -0.44
O 0.110 1.236 1.876 0.2 1.0 -0.8 0.01
O 1.266 -0.842 2.174 0.1 1.0 -0.6 0.18
C 2.392 -1.699 1.729 0.3 -0.7 0.3 0.11
C -1.248 -1.971 0.116 0.2 -0.1 0.1 -0.33
O -1.493 -2.682 1.016 0.0 0.0 0.1 0.32
O -1.732 -2.110 -1.160 0.0 0.0 -0.1 0.24
C -1.302 -1.078 -1.943 0.1 0.0 0.1 -0.34
O -1.553 -0.893 -3.078 0.0 0.0 0.0 0.31
H -2.613 3.668 -1.159 0.2 0.2 -0.5 0.13
H 1.052 1.416 -1.122 0.2 0.0 -0.4 0.17
H 0.271 1.067 -2.701 0.0 -0.1 0.0 0.21
H 0.964 1.717 1.813 0.4 -0.4 1.0 0.15
H 2.948 -1.963 2.622 -0.1 0.1 0.1 0.13
H 3.031 -1.139 1.052 -0.2 0.1 0.0 0.12
H 1.996 -2.602 1.263 -0.1 0.1 0.0 0.13
In -1.209 2.668 1.122 -0.4 -0.4 -0.3 1.73
```
Positions in Å, forces in eV/Å.

***

Formula: C8H7Br2Cl2NO
Source: OMol25
Level of theory: ωB97M-V/def2-TZVPD

- Energy relative to the best compared isomer or geometry (same formula, charge and spin): 0.0 kJ/mol
- SMILES string: [H]/N=C1/C(Br)=C[C@H](Cl)C[C@]1(Cl)C(=O)CBr
- Frontier orbital gap: 9.1472 eV
- Highest occupied orbital energy: -0.3550 Eh

```
21
Properties=species:S:1:pos:R:3:forces:R:3:lowdin_charge:R:1
H -1.868 1.593 1.626 -0.9 1.4 -1.3 0.00
N -1.347 0.835 1.942 1.9 -3.0 1.3 0.15
C -0.739 0.074 1.111 -1.2 3.2 0.1 -0.42
C 0.044 -1.053 1.556 0.8 -2.1 -0.1 -0.65
Br 0.405 -1.124 3.407 0.1 -0.1 -0.1 0.78
C 0.430 -2.063 0.745 0.0 -0.4 -0.9 -0.15
C 0.172 -2.047 -0.752 -1.7 0.1 -1.1 -0.55
Cl 1.806 -1.786 -1.572 -0.6 -1.0 0.5 0.64
C -0.825 -0.888 -1.190 0.7 0.2 0.5 -0.18
C -0.695 0.405 -0.380 -0.4 -0.8 0.4 -0.65
Cl -2.069 1.500 -0.775 -0.1 0.0 -0.3 0.77
C 0.504 1.216 -0.853 -0.1 -1.7 0.0 -0.58
O 1.071 0.759 -1.802 0.6 1.4 -0.7 0.01
C 0.930 2.397 -0.093 0.8 1.9 -0.8 -0.53
Br 2.505 1.900 0.918 -0.2 0.0 0.3 0.72
H 0.995 -2.988 0.984 -0.4 1.1 0.7 0.12
H -0.241 -3.060 -1.209 1.0 2.1 1.3 0.15
H -0.608 -0.618 -2.190 0.3 0.0 -1.1 0.09
H -1.894 -1.045 -1.185 -0.2 -1.2 0.4 0.11
H 0.132 2.806 0.517 0.2 -0.1 0.4 0.06
H 1.290 3.185 -0.806 -0.4 -0.8 0.7 0.10
```
Positions in Å, forces in eV/Å.

***

Formula: C8H7BrF3N2O3PtS
Source: OMol25
Level of theory: ωB97M-V/def2-TZVPD

- Energy relative to the best compared isomer or geometry (same formula, charge and spin): 15.9 kJ/mol
- 2S+1: 3
- Frontier orbital gap (spin up / spin down): 8.3676 / 6.4987 eV
- Highest occupied orbital energy (spin up / spin down): -0.4634 / -0.5046 Eh
- Net charge: +1

```
26
Properties=species:S:1:pos:R:3:forces:R:3:lowdin_charge:R:1
Pt -0.572 -0.224 -1.241 -2.2 -0.7 -1.0 1.19
C 2.471 3.260 1.568 0.1 -0.6 -1.3 -0.02
C 1.427 2.180 1.498 0.9 0.0 0.8 -0.22
C 0.804 1.839 2.731 -0.6 -0.2 -1.5 0.03
C -0.356 1.083 2.706 -0.6 -0.9 0.4 -0.02
C -0.736 0.490 1.472 0.2 0.3 1.1 -0.62
Br -2.354 -0.481 0.995 0.9 0.6 1.1 0.89
N 0.051 0.618 0.423 1.1 1.4 0.3 -0.25
C 1.099 1.509 0.336 -1.3 0.1 1.4 -0.04
H 2.149 4.041 0.873 0.2 0.3 0.4 0.10
H 3.444 2.905 1.210 -0.1 0.0 0.1 0.10
H 2.588 3.593 2.584 0.0 0.5 0.2 0.08
H 1.212 2.268 3.643 -0.3 -0.1 -0.1 0.13
H -0.908 0.906 3.648 0.2 0.0 -0.9 0.14
H 1.447 1.776 -0.674 0.2 -0.5 0.8 0.12
F -3.218 -4.522 -2.073 0.4 0.5 0.0 0.17
C -2.436 -4.083 -1.093 -0.6 -0.9 0.4 -0.62
F -3.206 -3.346 -0.245 0.8 -0.6 -0.5 0.08
F -1.948 -5.163 -0.459 -0.3 1.0 -0.2 0.15
S -0.981 -3.055 -1.656 0.9 -2.7 -1.7 0.60
O -1.778 -1.719 -1.846 1.1 -0.9 -0.1 -0.53
O -0.417 -3.639 -2.897 -1.7 1.9 2.9 -0.26
O -0.141 -3.006 -0.474 -0.6 0.7 -0.9 -0.31
N 0.758 0.982 -3.720 0.4 -0.1 -0.2 0.22
C 0.333 0.418 -2.810 1.0 0.9 -1.6 -0.24
H 1.268 1.368 -4.498 -0.2 -0.1 0.0 0.14
```
Positions in Å, forces in eV/Å.

***

Formula: C8H7BrN2O3
Source: OMol25
Level of theory: ωB97M-V/def2-TZVPD

- Energy relative to the best compared isomer or geometry (same formula, charge and spin): 88.7 kJ/mol
- SMILES string: C#CCNC(=O)[C@@](O)(Br)NC(=O)C#C
- Frontier orbital gap: 10.1615 eV
- Highest occupied orbital energy: -0.3679 Eh

```
21
Properties=species:S:1:pos:R:3:forces:R:3:lowdin_charge:R:1
C -2.369 2.758 -1.455 -3.5 4.5 1.4 0.10
C -1.701 1.890 -1.802 3.9 -4.4 -2.3 -0.12
C -0.785 0.787 -2.161 -2.9 -0.8 -1.0 -0.18
N 0.132 0.632 -1.109 -0.2 -0.7 -0.3 0.04
C 0.212 -0.519 -0.469 1.5 -0.7 2.1 -0.51
O -0.443 -1.514 -0.631 -0.2 -0.3 -0.3 0.10
C 1.426 -0.476 0.595 -0.3 1.0 -0.4 -0.68
O 2.613 -0.250 -0.172 -0.7 -2.5 -0.3 -0.10
Br 1.424 1.303 1.631 0.1 -0.4 -0.2 0.71
N 1.438 -1.593 1.468 1.0 0.9 -1.3 0.10
C 0.387 -2.102 2.216 -0.9 2.5 -1.8 -0.51
O 0.493 -3.124 2.776 -0.1 -2.1 1.7 0.15
C -0.739 -1.155 2.153 -0.9 1.4 0.1 -0.01
C -1.319 -0.101 1.954 0.9 -2.9 0.6 0.11
H -2.977 3.600 -1.260 -0.2 0.1 0.3 0.03
H -0.261 0.910 -3.123 -0.5 0.1 0.3 0.14
H -1.491 -0.142 -2.217 1.7 1.3 0.0 0.17
H 0.918 1.218 -1.107 1.0 1.0 0.4 0.11
H 2.638 -1.006 -0.841 0.2 1.2 1.1 0.15
H 2.331 -1.824 1.854 0.6 -0.2 0.0 0.15
H -1.927 0.706 1.701 -0.5 0.9 -0.1 0.04
```
Positions in Å, forces in eV/Å.

***

Formula: C8H7CaNO4
Source: OMol25
Level of theory: ωB97M-V/def2-TZVPD

- Energy relative to the best compared isomer or geometry (same formula, charge and spin): 0.0 kJ/mol
- Frontier orbital gap: 8.8319 eV
- Highest occupied orbital energy: -0.6346 Eh
- Net charge: +2

```
21
Properties=species:S:1:pos:R:3:forces:R:3:lowdin_charge:R:1
Ca 0.104 -0.046 -0.248 -0.3 1.3 -1.1 1.13
C 1.348 -1.680 1.206 3.3 -3.1 2.5 -0.05
O 2.095 -2.348 1.771 -2.9 2.4 -2.0 0.18
C 2.655 0.399 -0.529 5.1 0.4 -0.1 -0.08
O 3.806 0.443 -0.527 -4.3 -0.1 -0.1 0.19
C 1.321 1.147 1.641 2.5 1.9 4.1 -0.04
O 2.002 1.509 2.496 -2.6 -1.3 -3.3 0.17
C 1.424 -1.615 -1.751 2.6 -3.6 -2.9 -0.03
O 2.114 -2.349 -2.311 -2.7 2.9 2.2 0.18
C -0.502 2.738 -2.355 0.2 -0.5 0.4 -0.07
H -1.089 2.148 -3.070 0.2 0.4 0.2 0.07
H -1.047 3.328 -1.610 0.2 -0.1 -0.4 0.07
C 0.841 2.709 -2.369 0.2 -0.6 0.4 -0.09
H 1.451 3.280 -1.647 -0.4 -0.1 -0.5 0.07
H 1.407 2.093 -3.090 -0.4 0.5 0.2 0.07
C -3.305 -2.214 2.334 -0.5 -0.3 0.4 0.00
C -2.384 -1.442 1.554 1.2 1.0 -1.1 -0.16
N -1.622 -0.844 0.908 -1.8 -1.2 1.4 0.00
H -4.109 -2.588 1.684 0.2 0.1 0.2 0.12
H -3.739 -1.603 3.140 0.1 -0.1 -0.3 0.12
H -2.770 -3.068 2.773 -0.2 0.2 -0.1 0.12
```
Positions in Å, forces in eV/Å.

***

Formula: C8H7Cl16INO2P
Source: OMol25
Level of theory: ωB97M-V/def2-TZVPD

- Energy relative to the best compared isomer or geometry (same formula, charge and spin): 158.8 kJ/mol
- Frontier orbital gap: 8.4545 eV
- Highest occupied orbital energy: -0.3164 Eh

```
36
Properties=species:S:1:pos:R:3:forces:R:3:lowdin_charge:R:1
O -0.919 -4.132 3.249 -0.1 3.1 -0.3 0.06
C -1.096 -2.971 2.864 -0.4 -1.0 0.2 -0.46
N -0.480 -1.717 3.246 -0.9 -1.6 -0.7 0.03
C -0.047 -1.085 1.965 0.7 0.1 0.5 -0.17
C -1.191 -1.532 0.914 1.3 -1.2 0.8 -0.19
C -2.117 -2.597 1.703 1.6 1.5 -1.1 -0.42
P -3.720 -2.018 2.507 -0.2 0.3 1.7 0.54
O -3.604 -0.327 2.865 -0.2 -1.5 -1.1 -0.46
I -5.580 -2.261 0.856 0.6 0.3 -0.2 0.27
H 0.183 -1.732 4.024 -0.2 -0.3 -0.6 0.14
H 0.167 0.029 2.049 -0.9 -1.3 0.0 0.11
H 0.991 -1.548 1.796 -1.5 0.6 -0.7 0.12
H -0.598 -2.224 0.215 -1.3 1.7 0.6 0.05
H -1.767 -0.671 0.470 0.9 -1.1 0.2 0.07
H -2.298 -3.443 0.960 -0.1 0.9 1.5 0.12
H -4.478 -0.051 3.221 0.7 -0.4 -0.2 0.04
C -1.695 3.019 0.009 -0.1 -0.1 0.0 -2.01
Cl -2.724 1.896 0.921 0.2 0.2 -0.1 0.56
Cl -1.320 2.325 -1.582 -0.1 0.1 0.2 0.50
Cl -2.549 4.562 -0.203 0.0 -0.2 0.0 0.51
Cl -0.183 3.292 0.903 -0.3 -0.4 0.2 0.49
C 0.112 -1.220 -3.190 0.0 -0.1 -0.1 -1.97
Cl -0.919 -2.244 -2.172 0.1 0.1 -0.7 0.58
Cl 1.135 -2.244 -4.217 -0.3 0.2 0.1 0.52
Cl -0.904 -0.187 -4.214 0.2 -0.1 0.2 0.53
Cl 1.134 -0.200 -2.147 -1.0 0.4 -0.1 0.46
C 1.933 6.405 -1.146 -0.1 0.0 -0.1 -2.02
Cl 2.895 5.922 0.266 -0.1 0.0 -0.2 0.51
Cl 0.326 5.656 -1.049 0.5 0.6 -0.3 0.47
Cl 1.763 8.172 -1.170 0.0 -0.3 0.0 0.52
Cl 2.748 5.868 -2.629 -0.1 0.1 0.2 0.52
C 4.959 -2.545 -2.260 0.1 0.0 0.1 -2.01
Cl 5.136 -3.050 -3.954 0.0 0.1 0.2 0.52
Cl 4.800 -3.981 -1.228 0.0 0.2 -0.2 0.52
Cl 6.390 -1.616 -1.767 -0.2 -0.1 -0.1 0.52
Cl 3.507 -1.533 -2.094 1.2 -0.6 0.1 0.44
```
Positions in Å, forces in eV/Å.

***

Formula: C8H7Cl2FeN5OS3
Source: OMol25
Level of theory: ωB97M-V/def2-TZVPD

- 2S+1: 5
- Frontier orbital gap (spin up / spin down): 4.0217 / 4.2792 eV
- Highest occupied orbital energy (spin up / spin down): 0.0191 / 0.0095 Eh
- Net charge: -2

```
27
Properties=species:S:1:pos:R:3:forces:R:3:lowdin_charge:R:1
Fe 2.521 1.604 0.150 0.2 0.3 0.0 -0.22
Cl 1.658 1.153 3.024 0.0 -0.1 0.0 0.65
C 0.494 -0.061 2.623 0.0 0.2 0.2 -0.70
C -0.645 -0.116 3.408 0.0 0.0 0.0 -0.15
C -1.614 -1.074 3.169 -0.1 0.1 0.2 -0.13
C -1.421 -1.978 2.147 0.1 -0.2 -0.1 -0.17
C -0.276 -1.906 1.372 0.0 0.3 0.2 -0.68
Cl -0.137 -3.130 0.130 0.1 -0.1 -0.1 0.61
C 0.735 -0.936 1.542 0.1 -0.3 -0.2 -0.75
S 2.153 -0.858 0.527 -0.2 -0.1 0.1 0.51
H -0.761 0.608 4.204 0.0 0.0 0.0 0.09
H -2.511 -1.114 3.774 0.0 0.0 0.0 0.09
H -2.143 -2.753 1.935 -0.1 0.0 0.0 0.08
N 0.004 -0.686 -2.055 0.4 -0.3 0.2 0.17
C -0.199 0.157 -3.058 0.1 0.4 -0.1 -0.54
N -1.394 0.070 -3.740 0.1 -0.2 -0.2 0.13
N 0.656 1.057 -3.486 -0.4 0.1 -0.1 0.10
C 1.741 1.208 -2.759 0.4 -0.1 0.0 -0.38
N 2.706 1.352 -2.132 -0.1 -0.1 -0.2 0.11
H -0.645 -1.424 -1.848 -0.1 0.1 0.0 0.06
H 0.876 -0.698 -1.499 -0.4 0.2 -0.1 0.01
H -2.172 -0.226 -3.177 -0.1 0.1 0.1 0.08
H -1.583 0.921 -4.244 0.0 0.1 0.0 0.09
S 4.194 2.704 0.947 0.4 0.2 0.2 -0.57
O -1.880 2.153 -0.942 -0.5 0.0 -0.4 -0.65
S -0.892 1.893 0.126 0.4 0.1 0.2 0.60
N 0.535 2.081 -0.136 -0.3 -0.2 0.0 -0.47
```
Positions in Å, forces in eV/Å.

***

Formula: C8H7Cl2N5
Source: OMol25
Level of theory: ωB97M-V/def2-TZVPD

- Energy relative to the best compared isomer or geometry (same formula, charge and spin): 148.1 kJ/mol
- Frontier orbital gap (spin up / spin down): 8.1692 / 5.1270 eV
- Highest occupied orbital energy (spin up / spin down): -0.3338 / -0.2920 Eh

```
22
Properties=species:S:1:pos:R:3:forces:R:3:lowdin_charge:R:1
C -2.006 1.529 -1.160 -0.5 -1.6 0.5 -0.09
C -1.527 1.783 0.121 -0.1 0.7 -0.2 -0.09
C -2.095 0.240 -1.666 0.6 0.4 -0.2 0.00
C -1.018 0.785 0.949 0.0 0.6 -1.0 0.01
C -0.384 -2.504 -0.338 -0.3 -0.4 2.4 -0.21
C -1.407 -0.697 -0.922 0.0 -1.3 0.9 -0.24
C -0.839 -0.463 0.344 -1.8 3.1 -0.2 -0.24
C 2.847 0.743 0.460 -0.8 3.5 -3.5 -0.88
N -1.195 -2.042 -1.190 0.3 -0.6 -2.1 0.12
N 3.460 1.423 1.282 1.5 0.4 2.1 0.16
N -0.227 -1.574 0.784 -0.6 -1.4 -1.4 -0.23
N 0.304 -1.665 1.960 0.8 0.0 0.2 0.18
N 2.562 -0.502 0.547 -0.5 -3.7 0.2 -0.34
Cl 2.259 1.645 -1.166 0.4 -0.4 1.0 0.37
Cl 1.977 -1.301 -0.791 1.1 0.6 0.2 0.79
H -2.536 2.265 -1.671 -0.4 1.5 -0.8 0.08
H -1.600 2.851 0.380 0.1 -0.8 0.6 0.11
H -2.582 0.039 -2.627 0.3 -0.2 0.5 0.12
H -0.800 1.052 1.955 0.5 -0.3 0.6 0.10
H 0.057 -3.501 -0.257 -0.3 0.4 -0.1 0.13
H 3.822 2.356 1.109 -0.6 -0.2 -0.4 0.08
H 0.928 -2.460 1.897 0.2 -0.6 0.4 0.06
```
Positions in Å, forces in eV/Å.

***

Formula: C8H7Cl4N
Source: OMol25
Level of theory: ωB97M-V/def2-TZVPD

- Frontier orbital gap: 8.8610 eV
- Highest occupied orbital energy: -0.3268 Eh

```
20
Properties=species:S:1:pos:R:3:forces:R:3:lowdin_charge:R:1
C 2.369 -0.230 -0.393 -0.1 -1.2 -2.1 -0.06
C 1.603 -0.710 -1.464 -1.5 1.6 3.8 -0.08
C 1.660 -0.148 0.760 1.0 1.3 0.3 -0.11
C 0.233 -0.878 -1.378 -1.0 -1.3 -2.6 -0.04
C 0.312 -0.255 0.851 -0.9 -0.8 0.8 -0.15
C -0.462 -0.673 -0.199 0.7 1.4 -1.0 -0.40
C -2.161 -1.877 0.417 -2.3 -2.9 2.7 -0.57
C -3.108 2.662 0.090 3.3 -3.1 3.7 -1.30
N -1.872 -0.790 -0.022 2.6 1.4 -2.1 0.02
Cl -1.069 -3.180 1.007 -0.5 0.4 -0.5 0.60
Cl -3.868 2.316 -1.323 -0.1 0.3 -1.7 0.68
Cl -1.123 2.479 0.421 -1.3 0.9 -1.7 0.38
Cl -3.438 1.249 1.261 -1.3 1.6 -0.1 0.43
H 3.455 -0.090 -0.535 -0.8 -0.1 0.5 0.12
H 2.038 -1.099 -2.251 2.2 -1.3 -4.2 0.05
H 2.206 0.119 1.603 0.7 0.5 1.7 0.09
H -0.224 -1.290 -2.368 0.3 0.8 2.2 0.15
H -0.153 -0.167 1.807 -0.3 0.3 0.6 0.11
H -3.193 -2.053 0.737 0.2 -0.5 -0.3 0.08
H -3.141 3.602 0.573 -0.9 0.8 0.1 -0.01
```
Positions in Å, forces in eV/Å.

***

Formula: C8H7ClO2
Source: OMol25
Level of theory: ωB97M-V/def2-TZVPD

- Energy relative to the best compared isomer or geometry (same formula, charge and spin): 31.2 kJ/mol
- SMILES string: CC(=O)Oc1ccc(Cl)cc1
- Frontier orbital gap: 9.8258 eV
- Highest occupied orbital energy: -0.3335 Eh

```
18
Properties=species:S:1:pos:R:3:forces:R:3:lowdin_charge:R:1
C 4.260 -0.068 -0.490 0.0 -0.5 2.1 0.03
C 2.907 -0.130 0.233 1.4 -1.4 0.8 -0.53
O 2.738 -0.962 1.093 -0.6 0.5 -0.4 0.10
O 1.994 0.760 -0.161 -1.3 0.3 -0.9 0.06
C 0.590 0.452 -0.137 1.1 -1.1 0.0 -0.20
C 0.136 -0.862 -0.419 0.1 2.1 0.3 0.01
C -1.240 -1.069 -0.413 0.7 0.0 0.0 -0.10
C -2.100 -0.037 -0.066 0.1 1.7 0.1 -0.65
Cl -3.814 -0.339 0.100 0.3 0.0 -0.1 0.64
C -1.635 1.294 0.129 1.0 -1.3 0.0 -0.07
C -0.242 1.525 0.081 -0.7 -0.4 -0.1 0.00
H 4.846 -0.942 -0.064 -0.7 1.2 -0.8 0.11
H 4.090 -0.146 -1.529 0.0 -0.1 -1.2 0.06
H 4.784 0.867 -0.273 -0.1 -0.1 -0.1 0.09
H 0.880 -1.607 -0.646 -0.2 -0.3 0.0 0.12
H -1.607 -2.036 -0.700 -0.3 -0.2 0.2 0.11
H -2.296 2.113 0.363 -0.2 -0.1 -0.1 0.10
H 0.235 2.497 0.187 -0.4 -0.1 0.2 0.13
```
Positions in Å, forces in eV/Å.

***

Number 1: calculated total energy -24458.970 eV. Number 2: calculated total energy -177075.444 eV. Number 3: calculated total energy -109798.177 eV. Number 4: calculated total energy -87569.985 eV. Number 5: calculated total energy -36511.666 eV. Number 6: calculated total energy -231740.929 eV. Number 7: calculated total energy -109847.320 eV. Number 8: calculated total energy -40899.327 eV. Number 9: calculated total energy -59986.374 eV. Number 10: calculated total energy -25026.850 eV.